Entry from the Open Molecules 2025 dataset: C7H7I2NO in the gas phase in a non-equilibrium geometry (ωB97M-V/def2-TZVPD).

Last column: natural (NBO) charge in e.
Cartesian coordinates (Å):
C1 -2.0558 -0.0224 -0.8928  -0.130
C2 -2.8108 0.7375 -1.4254  -0.202
C3 0.1433 -0.4805 0.0025  0.206
C4 0.3801 0.9501 0.0433  -0.508
C5 1.6624 0.9121 0.9763  -0.405
C6 2.2417 -0.4878 0.4963  -0.256
C7 -1.2380 -0.9699 -0.1711  0.164
N1 1.1075 -1.2845 0.2198  -0.353
O1 -1.1736 -2.2933 -0.6743  -0.659
I1 -3.8407 2.0652 -2.5060  0.318
I2 -2.1613 -1.2011 1.8977  0.025
H1 0.6848 1.5186 -0.8675  0.240
H2 -0.4539 1.5851 0.4446  0.237
H3 2.3537 1.8575 0.7031  0.213
H4 1.1831 0.9517 1.9519  0.219
H5 2.9574 -0.4506 -0.4336  0.211
H6 2.9059 -0.9136 1.4392  0.205
H7 -1.8858 -2.4742 -1.2039  0.477

Structure (SMILES) = O[C@](I)(C#CI)C1=NCCC1
DFT total energy = -27107.37282 eV
Gap between HOMO and LUMO = 8.73 eV
HOMO = -9.32 eV

---

Entry from the Open Molecules 2025 dataset: C4H7NO in the gas phase (ωB97M-V/def2-TZVPD).

Last column: natural (NBO) charge in e.
Cartesian coordinates (Å):
O1 2.1333 -2.3996 0.0950  -0.515
C1 1.1647 -1.7673 0.4323  0.451
C2 0.4242 -0.7863 -0.4592  -0.338
N1 0.0292 0.3303 0.3815  -0.417
C3 -0.1828 1.6452 -0.1744  -0.244
C4 -1.3174 0.8537 0.3531  -0.247
H1 0.7414 -1.8436 1.4536  0.110
H2 -0.4363 -1.3070 -0.9112  0.204
H3 1.0989 -0.4816 -1.2662  0.217
H4 -0.1338 1.7784 -1.2520  0.189
H5 0.2472 2.4589 0.3995  0.202
H6 -1.7513 1.0713 1.3229  0.202
H7 -2.0173 0.4476 -0.3748  0.187

Structure (SMILES) = O=CCN1CC1
DFT total energy = -7797.13247 eV
Gap between HOMO and LUMO = 10.46 eV
HOMO = -9.38 eV

---

Entry from the Open Molecules 2025 dataset: C11H28O6S3V as an isolated structure in a non-equilibrium geometry (ωB97M-V/def2-TZVPD).

Last column: natural (NBO) charge in e.
Cartesian coordinates (Å):
V1 -0.7352 -0.4235 0.4113  1.245
C1 1.8276 2.0301 -0.4320  -0.626
C2 0.5771 2.0237 -1.2439  0.098
C3 0.9426 1.4768 -2.6198  -0.601
O1 -0.4552 1.1694 -0.8111  -0.953
H1 2.5839 2.6651 -0.8330  0.201
H2 2.3393 1.0060 -0.3979  0.192
H3 1.7888 2.3875 0.6029  0.204
H4 0.1772 3.0405 -1.3450  0.134
H5 1.5114 2.2113 -3.1887  0.187
H6 0.0682 1.1777 -3.1924  0.198
H7 1.5520 0.5536 -2.5613  0.184
C4 -0.2084 -1.3227 4.2311  -0.722
C5 -0.4074 -1.0896 2.7939  0.748
O2 0.2058 -0.0942 2.3220  -0.782
O3 -1.1188 -1.8292 2.1065  -0.693
H8 -0.1833 -2.3906 4.5173  0.227
H9 -0.9936 -0.9113 4.8711  0.227
H10 0.6579 -0.8002 4.4087  0.222
C6 -1.9576 3.2602 0.8419  -0.843
S1 -2.7222 1.8782 1.5785  1.278
O4 -2.5458 0.5790 0.7530  -0.950
C7 -1.7269 1.8600 3.0282  -0.842
H11 -2.4963 4.0850 1.3319  0.228
H12 -2.4359 3.3145 -0.1435  0.254
H13 -0.9148 3.4821 0.7777  0.250
H14 -2.0293 2.7112 3.6584  0.237
H15 -0.6676 1.8661 2.7937  0.272
H16 -2.0099 0.9524 3.6053  0.243
C8 -0.9470 -1.7339 -3.7157  -0.882
S2 -2.3641 -1.5960 -2.7090  1.300
O5 -1.9551 -1.6691 -1.2742  -0.976
C9 -2.6041 0.1859 -2.9568  -0.868
H17 -0.4479 -2.7336 -3.6056  0.240
H18 -0.1749 -1.0662 -3.3652  0.247
H19 -1.0629 -1.5573 -4.8052  0.245
H20 -2.0702 0.7295 -2.1325  0.307
H21 -3.6368 0.3428 -2.7142  0.228
H22 -2.2991 0.6387 -3.9065  0.228
C10 2.9311 -3.0269 -0.9314  -0.824
S3 2.3986 -1.7233 0.1077  1.305
O6 0.9079 -1.7966 -0.1034  -0.993
C11 2.7938 -2.4596 1.6913  -0.831
H23 2.5658 -4.0052 -0.6011  0.242
H24 4.0582 -2.9656 -0.9598  0.231
H25 2.5759 -2.7930 -1.9077  0.248
H26 3.7855 -2.0486 1.8514  0.232
H27 2.7524 -3.5847 1.7153  0.237
H28 2.1691 -2.0065 2.4578  0.265

<S²> = 3.75
DFT total energy = -82338.54699 eV
Gap between HOMO and LUMO (spin up / spin down) = 5.95 / 8.00 eV
Multiplicity = 4
HOMO (spin up / spin down) = -5.55 / -7.60 eV